# 1
Below is a structure of composition C11H14BN7OZn in a non-equilibrium geometry, with properties calculated with ωB97M-V with the def2-TZVPD basis set.

Last column: Löwdin charge in e.
Cartesian coordinates (Å):
H1 0.08718 -3.05495 1.82765  0.0989
N1 -0.11557 -1.50381 0.41661  -0.0634
B1 -0.45163 -0.05994 -1.55484  -0.4683
N2 -0.72092 -1.41051 -0.82539  -0.0184
C1 -1.39908 -2.54746 -1.06887  -0.0691
Zn1 1.59408 -0.70405 1.11412  0.4383
H2 -1.93685 -2.66727 -1.99298  0.1134
C2 -1.20859 -3.41714 0.01988  -0.0463
H3 -1.58950 -4.41477 0.14323  0.0897
C3 -0.36983 -2.72546 0.89689  -0.1656
H4 -0.83899 -0.17895 -2.69038  0.1214
C4 0.35734 2.09755 1.24548  -0.0022
H5 0.81147 1.38476 1.94248  0.0308
H6 -0.06369 2.92357 1.82769  0.0913
H7 1.09770 2.50209 0.56096  0.0958
N3 1.09392 0.16270 -1.55189  0.0036
N4 -1.09582 1.10831 -0.72099  0.0866
N5 1.91056 0.17968 -0.40267  -0.1203
N6 -0.85063 1.54461 0.57601  -0.0496
C5 1.85834 0.30887 -2.64525  -0.0691
C6 -2.34474 1.54374 -1.05858  -0.0113
H8 1.41297 0.22174 -3.63173  0.1266
H9 -2.76642 1.36768 -2.04490  0.1354
C7 3.17437 0.48476 -2.24978  -0.0596
C8 -2.89239 2.23126 0.03367  -0.0084
C9 3.18255 0.44718 -0.85264  -0.1057
C10 -2.00164 2.03772 1.08764  -0.0182
H10 4.04721 0.59778 -2.89450  0.1030
H11 -3.77963 2.83958 0.06544  0.1052
H12 4.02462 0.58072 -0.15624  0.1224
H13 -1.99232 2.43881 2.08909  0.1409
H14 2.28809 -2.15453 1.13074  -0.0790
O1 -1.05194 -0.87866 4.59758  -0.0024
C11 -0.17223 -0.71625 3.79074  -0.5389
N7 0.70200 -0.56939 2.97572  -0.0075

The energy relative to the best compared isomer or geometry (same formula, charge and spin) comes out at 399.5 kJ/mol. As for the lowest unoccupied orbital energy: -0.0154 Ha. The value obtained for the HOMO energy is -0.27339 Eh. Its HOMO-LUMO gap is 7.0194 eV. The total charge is 0. The calculation puts the largest force on an atom at 6.3 eV/Å.

=====

# 2
Below is a cluster of 8 separate species, C11H39NO8 in total in a non-equilibrium geometry, with properties calculated with ωB97M-V with the def2-TZVPD basis set.

Last column: Löwdin charge in e.
Cartesian coordinates (Å):
C1 2.77322 -0.41181 -1.49922  -0.0849
O1 4.15535 -0.41655 -1.11129  -0.1989
C2 5.11989 -0.36181 -2.16606  -0.1939
C3 6.57170 -0.63728 -1.70066  -0.4471
C4 6.80789 -2.11505 -1.44285  -0.0775
N1 6.97284 0.05455 -0.48718  0.0354
H1 2.48093 0.56131 -1.89379  0.0693
H2 2.18566 -0.42918 -0.58131  0.0772
H3 2.55562 -1.20537 -2.21407  0.0883
H4 4.94692 -1.09759 -2.95142  0.1127
H5 5.07104 0.64823 -2.57293  0.1171
H6 7.31467 -0.41151 -2.46560  0.1336
H7 6.38435 -2.67918 -2.27380  0.0747
H8 6.41416 -2.41802 -0.47266  0.0795
H9 7.88469 -2.26564 -1.36588  0.0756
H10 6.25600 -0.13885 0.19753  0.0646
H11 6.77711 1.02685 -0.67802  0.0654
C5 -1.36135 -0.88073 0.25549  -0.1300
O2 -1.64317 -0.69436 1.65045  -0.1400
H12 -0.41088 -0.43904 -0.04385  0.0694
H13 -1.35784 -1.90694 -0.11188  0.0825
H14 -2.11805 -0.38096 -0.34927  0.0622
H15 -1.94649 0.20427 1.79896  0.0238
C6 -4.16194 1.70721 -2.09803  -0.1592
O3 -4.11460 3.11117 -2.14053  -0.1263
H16 -4.95277 1.41824 -1.40581  0.0780
H17 -4.51399 1.35733 -3.06847  0.0879
H18 -3.21969 1.31228 -1.71816  0.0484
H19 -4.12972 3.40102 -3.05560  0.0748
C7 -0.59727 2.68376 -1.35957  -0.1700
O4 0.78828 2.64011 -1.07201  -0.1161
H20 -1.35428 2.45535 -0.60933  0.0485
H21 -0.87397 3.68085 -1.70213  0.0848
H22 -0.78458 1.99473 -2.18313  0.0807
H23 1.09903 3.54001 -0.94862  0.0801
C8 -4.68426 -0.38477 2.70160  -0.1590
O5 -5.89300 -1.12196 2.86534  -0.1294
H24 -4.73771 0.11695 1.73542  0.0726
H25 -4.55287 0.30072 3.53883  0.0817
H26 -3.85763 -1.08472 2.57970  0.0613
H27 -5.67022 -2.03494 3.06139  0.0684
C9 -4.50076 -2.74301 -0.38426  -0.1596
O6 -4.75801 -2.34899 -1.72188  -0.1116
H28 -3.71135 -2.18143 0.11531  0.0475
H29 -5.41528 -2.69271 0.20668  0.0799
H30 -4.20613 -3.79241 -0.37580  0.0809
H31 -3.97633 -2.65236 -2.18937  0.0703
C10 1.44225 -1.14377 3.36466  -0.1684
O7 0.82197 -2.19377 2.64805  -0.1199
H32 0.96420 -0.91272 4.31660  0.0752
H33 2.52389 -1.22395 3.47288  0.0797
H34 1.30720 -0.23054 2.78509  0.0550
H35 -0.08121 -1.92250 2.46835  0.0347
C11 -0.64243 2.57620 2.21444  -0.1062
O8 -1.94271 2.03207 1.96091  -0.1441
H36 -0.69421 3.61352 2.54516  0.0882
H37 -0.27320 1.89472 2.98084  0.0816
H38 0.02846 2.50903 1.35800  0.0603
H39 -2.50940 2.71392 1.59273  0.0901

Its SMILES is COC[C@H](C)N.CO.CO.CO.CO.CO.CO.CO. The energy relative to the best compared isomer or geometry (same formula, charge and spin) comes out at 55.6 kJ/mol. As for the lowest unoccupied orbital energy: 0.0122 Ha. The value obtained for the HOMO energy is -0.34703 Eh. Its HOMO-LUMO gap is 9.7754 eV. The total charge is 0. The calculation puts the largest force on an atom at 1.8 eV/Å.

=====

# 3
Below is a structure of composition C38H66HgO20S8 in a non-equilibrium geometry, with properties calculated with ωB97M-V with the def2-TZVPD basis set.

Last column: Löwdin charge in e.
Cartesian coordinates (Å):
Hg1 10.71829 13.43593 -30.63141  1.2150
C1 8.07078 13.94662 -34.34074  -0.0070
C2 6.71610 14.47419 -34.55230  -0.3123
C3 5.81239 14.77929 -33.28481  -0.3434
O1 4.72147 15.33104 -33.52864  0.0265
C4 6.47019 14.72777 -32.02967  -0.0343
C5 7.77546 14.47073 -31.92291  -0.3837
C6 8.59369 13.94771 -33.08686  -0.3633
O2 9.77200 13.36942 -33.00329  -0.1654
O3 8.34804 14.62222 -30.76578  -0.1377
O4 6.12437 14.70692 -35.62573  0.0110
H1 8.62837 13.51920 -35.16098  0.0964
H2 5.86572 15.07445 -31.20453  0.0913
C7 8.74312 11.60027 -26.34805  -0.2137
C8 7.33583 12.22820 -26.43721  -0.1958
C9 7.51213 13.60326 -27.11144  -0.1487
S1 9.42073 14.02821 -27.10928  0.7652
O5 9.64875 15.32145 -26.47309  -0.3430
O6 10.07077 13.67592 -28.38775  -0.4032
C10 9.73126 12.68007 -25.92519  -0.2020
H3 9.00849 11.19002 -27.32242  0.0945
H4 8.69259 10.82324 -25.58531  0.1141
H5 6.87796 12.42201 -25.46721  0.1074
H6 6.57501 11.59612 -26.89516  0.1095
H7 7.03539 14.27731 -26.39977  0.0865
H8 7.14075 13.75325 -28.12518  0.0599
H9 9.46222 13.19427 -25.00252  0.1078
H10 10.80802 12.53812 -26.01762  0.0744
C11 13.90869 16.66532 -34.47876  -0.1740
C12 13.54978 15.53759 -35.52339  -0.2082
C13 12.87764 14.37395 -34.81573  -0.1752
S2 13.67807 14.23753 -33.09764  0.7457
O7 14.63693 13.12493 -33.01230  -0.3474
O8 12.63487 14.35213 -32.08838  -0.3884
C14 14.57233 15.89504 -33.25584  -0.1809
H11 12.99135 17.16244 -34.16339  0.0924
H12 14.48024 17.50060 -34.88342  0.1088
H13 14.43598 15.16557 -36.03754  0.1119
H14 12.91098 15.99898 -36.27649  0.1152
H15 12.90332 13.41665 -35.33633  0.0861
H16 11.84478 14.54658 -34.51326  0.0940
H17 15.57697 15.61170 -33.56976  0.0877
H18 14.77805 16.49343 -32.36831  0.0881
C15 11.05353 8.62982 -26.57241  -0.2014
C16 11.13362 7.58870 -27.71718  -0.2052
C17 11.22146 8.35057 -29.03120  -0.2014
S3 12.10344 9.96859 -28.72644  0.7581
O9 11.24213 11.11799 -29.07452  -0.3815
O10 13.47263 9.96194 -29.27830  -0.3406
C18 12.08599 9.66778 -26.90364  -0.2139
H19 11.15202 8.07009 -25.64230  0.1229
H20 10.07333 9.08855 -26.70222  0.0983
H21 10.24450 6.95817 -27.71376  0.1192
H22 12.01190 6.95072 -27.61869  0.1129
H23 10.21717 8.51051 -29.42352  0.0774
H24 11.75981 7.92331 -29.87722  0.0890
H25 12.17466 10.63280 -26.40467  0.0876
H26 13.05869 9.18576 -26.80555  0.1002
C19 4.92209 18.09183 -26.96365  -0.2237
C20 6.35950 17.94731 -27.54297  -0.1918
C21 6.27139 17.17027 -28.90078  -0.1755
S4 4.69304 16.08803 -28.77523  0.7372
O11 4.95637 14.65329 -28.70589  -0.3524
O12 3.79968 16.73145 -29.74888  -0.3431
C22 4.16148 16.75633 -27.09301  -0.2085
H27 4.33896 18.79237 -27.56138  0.1095
H28 4.77654 18.44170 -25.94163  0.1101
H29 6.94863 17.37979 -26.82259  0.1059
H30 6.74465 18.95097 -27.72303  0.0998
H31 7.10632 16.50306 -29.11486  0.0643
H32 6.30810 17.86290 -29.74162  0.0946
H33 4.55768 16.05310 -26.36048  0.0818
H34 3.08742 16.62927 -26.95757  0.1017
C23 5.37053 11.27581 -31.46190  -0.2169
C24 5.85822 10.06405 -32.16372  -0.2209
C25 7.38302 10.08909 -32.12754  -0.1863
S5 7.86540 10.76673 -30.45929  0.7619
O13 8.92126 11.81115 -30.43476  -0.4012
O14 8.03364 9.63251 -29.56154  -0.3499
C26 6.17854 11.52038 -30.18723  -0.1778
H35 4.30862 11.29904 -31.21712  0.1293
H36 5.60099 12.13375 -32.09350  0.1056
H37 5.50272 10.01559 -33.19297  0.1269
H38 5.49539 9.21896 -31.57867  0.1184
H39 7.81766 10.78522 -32.84489  0.1025
H40 7.85095 9.11060 -32.23581  0.0940
H41 6.25307 12.54323 -29.81801  0.0759
H42 5.83037 10.94423 -29.32995  0.0890
C27 13.66765 9.48893 -34.02395  -0.2130
C28 12.89316 10.56348 -34.78136  -0.2182
C29 11.42276 10.50335 -34.29823  -0.1680
S6 11.50798 10.28241 -32.46828  0.7375
O15 10.60368 9.24207 -32.07697  -0.3115
O16 11.60069 11.54415 -31.71253  -0.3954
C30 13.19666 9.57929 -32.58016  -0.2071
H43 14.74813 9.60387 -34.11042  0.1169
H44 13.58598 8.48207 -34.43342  0.1116
H45 12.87810 10.43960 -35.86420  0.1186
H46 13.40494 11.51187 -34.61785  0.0734
H47 11.13225 9.51782 -34.66212  0.1044
H48 10.77608 11.29919 -34.66776  0.1014
H49 13.32931 8.69180 -31.96141  0.1033
H50 13.78594 10.38577 -32.14375  0.0916
C31 15.89285 13.89250 -29.42339  -0.2167
C32 15.26074 15.27609 -29.34670  -0.1786
C33 14.28309 15.20896 -28.12617  -0.1918
S7 13.47365 13.59727 -28.14852  0.7511
O17 12.54852 13.48748 -29.29370  -0.4006
O18 13.07574 13.27855 -26.78616  -0.3127
C34 15.04996 12.88038 -28.65514  -0.2144
H51 16.89482 14.01396 -29.01185  0.1096
H52 16.17469 13.48483 -30.39421  0.1082
H53 14.71316 15.39901 -30.28112  0.0798
H54 15.99800 16.07560 -29.27362  0.1195
H55 13.50401 15.96696 -28.04492  0.0919
H56 14.87931 15.13539 -27.21667  0.1082
H57 14.97693 11.96366 -29.24028  0.0906
H58 15.64885 12.61740 -27.78319  0.1096
C35 9.42695 18.99509 -29.88248  -0.2053
C36 9.28325 18.36280 -31.28879  -0.1711
C37 10.73389 17.88023 -31.64471  -0.1934
S8 11.37293 17.13407 -30.12920  0.7558
O19 12.70255 17.72976 -29.79832  -0.3543
O20 11.09568 15.70075 -30.11514  -0.4026
C38 10.08375 17.91404 -29.06091  -0.2050
H59 8.45361 19.28323 -29.48539  0.1002
H60 10.10624 19.84754 -29.88683  0.1189
H61 8.91010 19.12775 -31.96977  0.1156
H62 8.51093 17.59604 -31.34966  0.1095
H63 11.38483 18.73856 -31.81092  0.0969
H64 10.88761 17.27974 -32.54131  0.0992
H65 10.54854 18.13049 -28.09903  0.1125
H66 9.43929 17.03898 -28.97691  0.0802

As for the lowest unoccupied orbital energy: 0.0065 Ha. The value obtained for the HOMO energy is -0.22543 Eh. Its HOMO-LUMO gap is 6.3099 eV. The total charge is 0. The calculation puts the largest force on an atom at 3.5 eV/Å.